Version one
The following is a DFT calculation (ωB97M-V/def2-TZVPD) of a 2-piece molecular cluster, C7H14N2 overall.

Output
Lowest unoccupied orbital energy: 0.881 eV
Frontier orbital gap: 9.5 eV
HOMO: -8.6 eV
Structure (SMILES): Cc1c[nH]cn1.CCC

Atoms and positions in Å:
C 1.115 -1.557 0.875
C 1.336 -1.976 2.314
C 1.472 -2.653 -0.151
H 0.024 -1.474 0.721
H 1.468 -0.582 0.539
H 1.935 -2.901 2.357
H 0.429 -2.022 2.925
H 0.968 -2.446 -1.098
H 2.532 -2.838 -0.259
H 1.971 -1.259 2.845
H 1.016 -3.572 0.235
C -1.447 2.221 0.958
C -0.157 2.295 -2.356
C -1.200 1.990 -0.489
C -1.799 1.177 -1.421
N -0.200 2.708 -1.148
N -1.156 1.354 -2.628
H 0.346 2.708 -3.215
H -1.542 1.156 -3.527
H -2.682 0.563 -1.355
H -1.329 1.324 1.567
H -2.371 2.817 1.030
H -0.726 2.967 1.280

---

Version two
The following is a DFT calculation (ωB97M-V/def2-TZVPD) of a 2-piece molecular cluster, C7H14N2 overall.

Output
Lowest unoccupied orbital energy: 0.857 eV
Frontier orbital gap: 9.1 eV
HOMO: -8.2 eV
Structure (SMILES): Cc1c[nH]cn1.CCC

Atoms and positions in Å:
C -1.099 1.859 -1.368
C 1.096 1.318 0.082
C 0.164 1.101 -1.016
C 2.051 0.055 -1.555
N 2.248 0.733 -0.344
N 0.796 0.366 -1.946
H 0.895 1.783 1.085
H 3.085 0.977 0.163
H -1.180 2.231 -2.442
H -1.195 2.822 -0.804
H 2.684 -0.860 -1.889
H -1.908 1.205 -1.369
C -1.199 -1.315 1.379
C -1.502 -0.655 2.694
C -1.519 -2.861 1.027
H -0.130 -1.079 1.200
H -1.688 -0.778 0.621
H -2.687 -0.784 2.663
H -1.183 -0.951 3.684
H -2.103 -3.191 1.873
H -0.549 -3.467 0.933
H -1.373 0.401 2.749
H -1.937 -3.007 0.110

---

It is version two that is the least stable of them.

---

Version one
The following is a DFT calculation (ωB97M-V/def2-TZVPD) of C9H11N2O3P in the gas phase.

Output
Lowest unoccupied orbital energy: -1.597 eV
Frontier orbital gap: 6.8 eV
HOMO: -8.4 eV
Structure (SMILES): N=[PH2]C1=C(CCC(N)=O)C(=O)C=CC1=O

Atoms and positions in Å:
N -1.057 -1.542 3.396
P 0.075 -1.022 2.357
C -0.547 -1.066 0.558
C -0.874 0.093 -0.190
C -0.769 1.550 0.418
C 0.432 2.424 -0.155
C 1.846 1.705 -0.119
N 2.460 1.407 -1.435
O 2.411 1.450 0.957
C -1.397 -0.155 -1.675
O -2.008 0.737 -2.296
C -1.197 -1.551 -2.414
C -0.850 -2.683 -1.652
C -0.717 -2.511 -0.086
O -0.775 -3.467 0.703
H -1.214 -0.761 4.060
H 0.477 0.299 2.745
H 1.176 -1.934 2.483
H -0.795 1.517 1.554
H -1.734 2.093 0.112
H 0.521 3.340 0.533
H 0.257 2.832 -1.197
H 3.068 2.196 -1.715
H 2.998 0.535 -1.394
H -1.296 -1.683 -3.530
H -0.699 -3.700 -2.116

---

Version two
The following is a DFT calculation (ωB97M-V/def2-TZVPD) of C9H11N2O3P in the gas phase.

Output
Lowest unoccupied orbital energy: -1.683 eV
Frontier orbital gap: 6.8 eV
HOMO: -8.5 eV
Structure (SMILES): N=[PH2]C1=C(CCC(N)=O)C(=O)C=CC1=O

Atoms and positions in Å:
N 1.071 2.581 2.543
P 0.431 2.171 1.158
C 0.967 0.534 0.545
C 0.227 -0.590 0.557
C -1.167 -0.708 1.074
C -2.199 -0.855 -0.037
C -2.023 0.195 -1.107
N -1.572 -0.298 -2.363
O -2.226 1.368 -0.890
C 0.848 -1.849 0.053
O 0.353 -2.935 0.307
C 2.081 -1.760 -0.750
C 2.801 -0.637 -0.768
C 2.373 0.517 0.046
O 3.122 1.434 0.320
H 0.325 2.743 3.208
H -0.969 2.166 1.188
H 0.828 3.044 0.129
H -1.403 0.101 1.748
H -1.208 -1.615 1.671
H -3.181 -0.699 0.400
H -2.201 -1.844 -0.479
H -2.358 -0.551 -2.945
H -1.028 0.418 -2.825
H 2.397 -2.610 -1.329
H 3.713 -0.540 -1.332

---

It is version one that is the least stable of them.

---

Version one
The following is a DFT calculation (ωB97M-V/def2-TZVPD) of an isolated ion of composition C3H9N4 and charge +1.

Output
Lowest unoccupied orbital energy: -3.221 eV
Charge: +1
Frontier orbital gap: 11.2 eV
HOMO: -14.4 eV
Structure (SMILES): C[C@@H]1N[NH2+]N=C1N

Atoms and positions in Å:
C -0.591 0.457 0.761
C -0.356 -0.330 -0.651
C 0.182 -1.742 -0.504
N 0.128 1.508 0.764
N 0.739 0.510 -1.149
N -1.484 0.222 1.716
N 1.080 1.627 -0.306
H -1.251 -0.337 -1.147
H -0.497 -2.389 -0.078
H 1.034 -1.743 0.129
H 0.466 -2.124 -1.508
H 1.387 -0.151 -1.449
H -2.147 -0.522 1.627
H -1.643 0.909 2.468
H 0.915 2.473 -0.816
H 2.039 1.633 0.142

---

Version two
The following is a DFT calculation (ωB97M-V/def2-TZVPD) of an isolated ion of composition C3H9N4 and charge +1.

Output
Lowest unoccupied orbital energy: -3.221 eV
Charge: +1
Frontier orbital gap: 10.5 eV
HOMO: -13.7 eV
Structure (SMILES): N[C@@H]1C=C[NH2+]N1N

Atoms and positions in Å:
C 1.025 -0.427 -0.993
C 0.087 0.104 -1.703
C 0.708 -0.246 0.451
N -0.687 0.312 0.583
N 1.543 0.609 1.303
N -1.629 -0.557 1.109
N -0.983 0.673 -0.845
H 1.750 -1.135 -1.406
H -0.115 -0.085 -2.699
H 0.777 -1.277 0.964
H 2.420 0.287 1.579
H 1.568 1.546 0.714
H -1.981 -0.079 1.913
H -1.541 -1.539 1.029
H -1.041 1.617 -1.045
H -1.901 0.197 -0.954

---

Version three
The following is a DFT calculation (ωB97M-V/def2-TZVPD) of C3H9N4 as an isolated structure.

Output
Lowest unoccupied orbital energy: -3.397 eV
Charge: +1
Frontier orbital gap: 9.7 eV
HOMO: -13.1 eV

Atoms and positions in Å:
C 0.350 1.296 -0.469
C 1.199 0.642 0.649
C -0.069 -0.959 -0.686
N -2.616 -0.477 0.271
N -2.135 0.582 0.114
N -0.582 0.299 -0.860
N 1.134 -0.813 0.339
H -0.181 2.184 -0.128
H 0.970 1.580 -1.327
H 2.227 0.998 0.642
H 0.750 0.828 1.623
H -0.849 -1.638 -0.302
H 0.357 -1.373 -1.606
H -3.532 -0.633 0.680
H 1.994 -1.131 -0.112
H 0.985 -1.383 1.173

---

It is version two that is the least stable of them.

---

Version one
The following is a DFT calculation (ωB97M-V/def2-TZVPD) of an isolated ion of composition C3H9N4 and charge +1.

Output
Lowest unoccupied orbital energy: -4.747 eV
Charge: +1
Frontier orbital gap: 9.6 eV
HOMO: -14.4 eV
Structure (SMILES): C/N=[N+](C)/N=C/N

Atoms and positions in Å:
C -0.122 -1.600 1.190
C -0.807 2.322 -0.300
C 0.719 0.256 -1.529
N -0.518 1.146 0.396
N 0.572 -0.807 0.464
N 0.360 -2.718 1.703
N 0.166 0.251 -0.128
H -1.185 -1.455 1.242
H -1.860 2.825 0.009
H -0.098 3.109 -0.102
H -0.857 2.264 -1.357
H 0.486 1.146 -1.963
H 0.332 -0.569 -1.970
H 1.708 0.192 -1.467
H -0.194 -3.299 2.241
H 1.298 -3.061 1.571

---

Version two
The following is a DFT calculation (ωB97M-V/def2-TZVPD) of an isolated ion of composition C3H9N4 and charge +1.

Output
Lowest unoccupied orbital energy: -3.619 eV
Charge: +1
Frontier orbital gap: 9.1 eV
HOMO: -12.7 eV

Atoms and positions in Å:
C 0.884 0.700 -0.030
C -1.827 -0.282 0.627
C 1.205 -0.728 0.426
N -0.252 1.105 -0.488
N 1.702 1.601 0.410
N 1.470 -1.634 -0.431
N -1.331 0.358 -0.606
H -1.303 -1.277 0.791
H -2.981 -0.545 0.615
H -1.638 0.273 1.509
H 2.676 1.320 0.741
H 1.504 2.610 0.528
H 1.609 -1.537 -1.480
H 1.636 -2.551 -0.126
H -1.256 -0.366 -1.512
H -2.098 0.951 -0.973

---

Version three
The following is a DFT calculation (ωB97M-V/def2-TZVPD) of a 2-piece molecular cluster, C3H9N4 overall.

Output
Lowest unoccupied orbital energy (alpha / beta): -5.731 / -5.731 eV
Charge: +1
Frontier orbital gap (alpha / beta): 7.3 / 7.3 eV
HOMO (alpha / beta): -13.0 / -13.0 eV

Atoms and positions in Å:
C -1.472 -0.608 1.158
C 0.658 2.352 -1.192
C -0.488 -1.191 0.160
N 0.391 -3.398 -0.184
N 1.468 1.413 0.728
N -0.187 -2.344 -0.135
N 0.898 1.281 -0.358
H -1.850 -1.487 1.856
H -0.817 0.055 1.715
H -2.224 0.019 0.616
H 1.274 3.283 -0.828
H -0.279 2.517 -1.550
H 1.199 2.021 -2.051
H -0.091 -0.377 -0.445
H -0.041 -4.095 -0.714
H 1.562 0.559 1.223

---

It is version three that is the least stable of them.

---

Version one
The following is a DFT calculation (ωB97M-V/def2-TZVPD) of a 3-piece molecular cluster, C9H16 overall.

Output
Lowest unoccupied orbital energy: 0.817 eV
Frontier orbital gap: 9.3 eV
HOMO: -8.5 eV
Structure (SMILES): C=C(C)C.C=CC.C#C

Atoms and positions in Å:
C -0.174 -1.502 -0.309
C -0.198 -0.717 -1.433
C -1.477 -2.009 0.259
C 1.014 -2.399 -0.063
C 0.344 -0.062 1.533
C 0.181 -0.488 2.651
H 0.143 0.957 -1.039
H -1.146 -0.458 -1.886
H 0.641 -0.730 -2.115
H -2.265 -1.264 0.158
H 0.864 -3.364 -0.555
H 1.138 -2.575 1.004
H 1.930 -1.954 -0.447
H -1.789 -2.910 -0.273
H -1.362 -2.259 1.311
H -0.004 -0.953 3.581
C -0.879 2.808 -0.225
C 0.351 2.050 -0.605
C 1.574 2.555 -0.659
H 0.512 0.753 0.799
H -1.584 2.844 -1.060
H -1.388 2.318 0.604
H -0.640 3.828 0.077
H 1.793 3.556 -0.306
H 2.420 1.974 -1.004

---

Version two
The following is a DFT calculation (ωB97M-V/def2-TZVPD) of a 3-piece molecular cluster, C9H16 overall.

Output
Lowest unoccupied orbital energy (alpha / beta): 0.804 / 0.804 eV
Frontier orbital gap (alpha / beta): 7.4 / 7.4 eV
HOMO (alpha / beta): -6.6 / -6.6 eV

Atoms and positions in Å:
C -0.192 -0.478 -0.169
C -0.557 0.772 0.305
C -0.278 -1.695 0.702
C 0.024 -0.732 -1.631
C 2.098 0.313 1.949
C 1.681 0.560 0.538
C -2.542 0.179 -0.217
C 2.432 1.152 -0.377
C -3.101 0.697 -1.299
H -0.500 1.635 -0.341
H -0.735 0.917 1.360
H -3.138 -0.294 0.564
H 0.654 -2.260 0.634
H -0.470 -1.441 1.743
H 0.980 -1.237 -1.773
H -1.084 -2.340 0.348
H -0.767 -1.383 -2.007
H 0.018 0.188 -2.212
H 3.120 0.663 2.146
H 2.067 -0.753 2.194
H 1.435 0.820 2.657
H 2.083 1.348 -1.387
H 3.453 1.482 -0.172
H -2.507 1.175 -2.078
H -4.177 0.713 -1.477

---

It is version two that is the least stable of them.